1 | {"formula": "C10H10N2", "method": "ωB97M-V/def2-TZVPD", "elements": ["C", "C", "C", "C", "C", "C", "C", "C", "C", "C", "H", "H", "H", "H", "H", "H", "H", "H", "H", "H", "N", "N"], "coordinates": [[3.45, 0.88, 0.24], [2.14, 0.16, -0.13], [2.13, -1.21, -0.06], [0.91, -1.90, 0.01], [-0.31, -1.20, -0.12], [-1.74, -1.67, 0.10], [-2.79, -0.84, 0.13], [-2.63, 0.47, 0.01], [-1.39, 1.02, -0.27], [-0.20, 0.20, -0.23], [4.01, 1.33, -0.90], [4.46, 0.07, 0.76], [3.30, 2.04, 0.91], [3.20, -1.62, 0.19], [1.00, -3.07, 0.24], [-2.00, -2.68, 0.20], [-3.75, -1.37, 0.39], [-3.36, 1.21, -0.07], [-0.50, 3.12, 0.05], [-2.27, 3.28, 0.78], [-1.22, 2.31, 0.08], [1.02, 0.86, -0.19]], "lowdin_charge": [-0.122, -0.437, -0.078, -0.017, -0.117, -0.038, -0.151, -0.091, -0.315, -0.167, 0.124, 0.151, 0.140, 0.127, 0.153, 0.075, 0.134, 0.082, 0.100, 0.290, 0.016, 0.141], "orbital_gap_ev": 7.03, "e_lumo_ha": -0.009, "homo_energy_ev": -7.28}

***

2 | {"formula": "C10H10N2", "method": "ωB97M-V/def2-TZVPD", "elements": ["C", "C", "C", "N", "C", "C", "H", "H", "H", "H", "H", "C", "C", "C", "N", "C", "C", "H", "H", "H", "H", "H"], "coordinates": [[-1.08, -0.40, 0.71], [-1.48, 1.01, 0.72], [-2.93, 1.25, 0.80], [-3.75, 0.38, 1.24], [-3.24, -0.84, 1.53], [-1.95, -1.33, 1.23], [-0.14, -0.83, 0.35], [-0.86, 1.86, 0.45], [-3.42, 2.24, 0.56], [-4.00, -1.70, 1.50], [-1.63, -2.23, 1.52], [3.27, -0.41, -1.07], [2.75, -0.24, 0.21], [1.49, 0.37, 0.27], [0.83, 0.72, -0.81], [1.31, 0.46, -2.06], [2.53, -0.10, -2.15], [4.28, -0.81, -1.18], [3.30, -0.72, 0.95], [1.00, 0.83, 1.17], [0.70, 0.80, -2.86], [3.01, -0.28, -3.07]], "lowdin_charge": [-0.091, -0.014, -0.181, 0.019, -0.148, -0.075, 0.081, 0.075, 0.115, 0.122, 0.061, -0.083, -0.027, -0.205, 0.017, -0.080, -0.108, 0.114, 0.084, 0.126, 0.104, 0.095], "orbital_gap_ev": 9.37, "e_lumo_ha": 0.025, "homo_energy_ev": -8.70, "smiles": "c1ccncc1.c1ccncc1"}

***

Most stable = 2

***

1 | {"formula": "C3H5ClO2", "method": "ωB97M-V/def2-TZVPD", "elements": ["C", "C", "C", "O", "O", "Cl", "H", "H", "H", "H", "H"], "coordinates": [[1.63, 0.64, -0.27], [0.69, 0.63, -1.18], [-0.76, -0.55, 1.21], [-1.80, 0.03, 0.50], [-0.96, -1.74, 1.68], [0.48, -0.60, -2.29], [2.33, -0.12, -0.18], [-0.01, 1.42, -1.40], [1.64, 1.54, 0.38], [-1.48, 0.94, 0.17], [-1.77, -2.19, 1.37]], "lowdin_charge": [-0.085, -0.772, -0.222, -0.043, 0.056, 0.646, 0.049, 0.053, 0.084, 0.116, 0.118], "orbital_gap_ev": 9.31, "e_lumo_ha": 0.025, "homo_energy_ev": -8.65}

***

2 | {"formula": "C3H5ClO2", "method": "ωB97M-V/def2-TZVPD", "elements": ["C", "C", "Cl", "C", "O", "O", "H", "H", "H", "H", "H"], "coordinates": [[-1.36, 0.52, 0.13], [-0.39, -0.42, -0.53], [-0.60, -2.07, -0.07], [1.30, 0.23, -0.14], [1.36, 1.33, -0.57], [2.36, -0.29, 0.62], [-1.22, 1.65, 0.01], [-1.22, 0.31, 1.25], [-2.47, 0.50, -0.09], [-0.23, -0.48, -1.59], [2.47, -1.26, 0.98]], "lowdin_charge": [-0.173, -0.678, 0.616, -0.399, 0.089, 0.025, 0.101, 0.097, 0.094, 0.066, 0.163], "orbital_gap_ev": 10.28, "e_lumo_ha": 0.016, "homo_energy_ev": -9.84, "smiles": "C[C@H](Cl)C(=O)O"}

***

Most stable = 2